1.
61
Properties=species:S:1:pos:R:3:forces:R:3 method="wB97M-V/def2-TZVPD" homo_ev=-8.603 relative_energy_ev=0.576 smiles="CCc1cc(=O)oc2c(C)c(OCC(=O)NC3CC(C)(C)NC(C)(C)C3)ccc12"
C -2.227556 -2.169535 -2.886996 -0.13 0.07 -0.04
C -3.482683 -1.440230 -2.400751 0.12 -0.11 0.04
C -3.317154 -0.988735 -0.980223 -0.42 -0.38 0.29
C -3.851318 -1.701403 0.036694 0.14 0.18 -0.46
C -3.685276 -1.336533 1.427743 -0.34 -0.53 0.41
O -4.136317 -1.941490 2.368972 0.18 0.27 -0.32
O -2.950061 -0.209550 1.681845 0.07 0.16 0.25
C -2.393751 0.525058 0.692392 0.42 0.44 -0.81
C -1.635133 1.626199 1.099996 -0.01 0.01 0.07
C -1.505456 1.928895 2.560677 0.04 0.00 -0.03
C -1.001960 2.398633 0.126238 -0.38 -0.43 -0.03
O -0.220655 3.429238 0.573731 -0.25 -0.08 0.20
C 0.807717 3.884756 -0.283065 0.20 0.10 -0.34
C 1.688653 2.722464 -0.773258 -0.22 0.33 0.31
O 2.140946 2.677756 -1.896435 0.07 0.07 -0.37
N 1.884005 1.788307 0.173004 0.17 -0.17 0.38
C 2.394373 0.459757 -0.101565 0.02 -0.15 0.00
C 1.245486 -0.545940 -0.027319 0.32 -0.16 -0.17
C 1.712819 -1.989654 -0.251094 -0.47 -0.06 -0.08
C 0.595443 -2.937966 0.211778 0.21 0.26 -0.06
C 1.969505 -2.250836 -1.747283 -0.01 0.13 0.26
N 2.849093 -2.251586 0.615724 -0.02 -0.17 0.16
C 3.985946 -1.348661 0.689429 0.35 0.14 0.27
C 4.785693 -1.780354 1.928220 -0.19 0.17 -0.22
C 4.931159 -1.400557 -0.525213 -0.21 0.08 0.17
C 3.467288 0.079747 0.912383 -0.01 -0.22 -0.32
C -1.165700 2.090080 -1.227322 0.15 0.32 0.00
C -1.926298 1.011821 -1.610131 -0.12 -0.14 0.28
C -2.543981 0.187489 -0.663716 0.17 0.29 0.38
H -1.356343 -1.520905 -2.831867 0.13 0.01 -0.01
H -2.042918 -3.048093 -2.272683 0.06 -0.07 0.04
H -2.356382 -2.490416 -3.917705 0.05 -0.04 -0.09
H -4.334040 -2.119656 -2.461651 -0.03 0.09 -0.01
H -3.685864 -0.584717 -3.046429 -0.08 -0.01 -0.01
H -4.435061 -2.591351 -0.139267 -0.06 -0.06 -0.01
H -1.162487 1.045894 3.097414 0.02 -0.01 0.11
H -2.477373 2.197826 2.970652 -0.04 0.02 0.11
H -0.816202 2.752263 2.719127 0.00 0.00 0.08
H 1.405196 4.573210 0.321151 -0.06 -0.07 -0.11
H 0.417340 4.432103 -1.147866 0.08 -0.15 0.07
H 1.437437 1.915848 1.070065 -0.06 0.07 -0.12
H 2.807700 0.508162 -1.111940 -0.01 -0.05 0.09
H 0.481007 -0.291029 -0.763133 -0.08 0.02 -0.01
H 0.796264 -0.477858 0.966424 -0.07 0.02 0.10
H 0.474829 -2.869859 1.289400 -0.01 0.03 0.11
H -0.346781 -2.677209 -0.263491 -0.16 -0.01 -0.13
H 0.840800 -3.966565 -0.041543 0.01 -0.19 -0.05
H 1.023128 -2.299535 -2.280555 -0.12 0.01 -0.12
H 2.482359 -3.201802 -1.878198 0.05 -0.11 -0.03
H 2.570881 -1.469914 -2.200722 0.10 0.07 -0.12
H 3.168507 -3.205356 0.493222 0.00 -0.03 0.04
H 4.124795 -1.855768 2.787258 -0.07 0.01 0.08
H 5.570068 -1.060854 2.146880 0.17 0.06 0.01
H 5.243903 -2.752392 1.762327 0.10 -0.16 -0.01
H 4.497458 -0.931946 -1.402053 -0.02 0.03 -0.16
H 5.859180 -0.884184 -0.291935 0.14 0.07 -0.02
H 5.168446 -2.434359 -0.769148 0.04 -0.11 -0.03
H 4.299057 0.782851 0.858150 0.04 0.04 0.04
H 3.030445 0.136297 1.911855 -0.02 0.02 0.12
H -0.689066 2.688414 -1.986112 0.08 0.07 -0.08
H -2.034854 0.800944 -2.661257 -0.01 -0.05 -0.13



2.
16
Properties=species:S:1:pos:R:3:forces:R:3 method="wB97M-V/def2-TZVPD" multiplicity=3 homo_ev="-8.133 / -8.152" relative_energy_ev=2.541
C -0.655840 -0.007226 -0.147697 -2.03 0.67 0.80
C -1.212596 0.944626 -1.205748 -0.82 -0.10 1.41
C -0.328929 -1.358594 -0.713134 0.59 1.12 -0.36
C 1.064143 0.463622 1.753372 -1.15 -1.36 0.77
N -0.105669 0.723736 0.973632 0.47 1.27 -1.98
O -2.943241 2.444290 1.338225 0.13 -0.28 0.01
S -1.567711 0.048209 1.471732 -1.13 -0.36 0.03
H -1.467210 1.906757 -0.665790 0.13 -1.07 -1.07
H -2.049285 0.500190 -1.822628 0.92 0.59 0.81
H -0.321282 1.027253 -1.777819 0.53 0.83 -1.27
H -1.190767 -1.875838 -1.104694 -0.44 0.06 0.11
H 0.165608 -1.964320 -0.014539 0.71 -1.01 0.92
H 0.322615 -1.161207 -1.561481 0.29 -0.25 -0.16
H 1.973676 0.880053 1.398709 0.60 0.46 -0.75
H 0.820919 0.909607 2.718089 0.38 -0.21 0.15
H 1.108464 -0.618422 1.831465 0.80 -0.36 0.61



3.
66
Properties=species:S:1:pos:R:3:forces:R:3 method="wB97M-V/def2-TZVPD" multiplicity=3 homo_ev="-6.862 / -8.312" relative_energy_ev=2.928
W 1.030355 -0.205308 0.682658 0.01 0.88 0.13
O -1.777608 -1.086551 5.955935 0.00 0.00 -0.01
C -1.382157 -2.324421 5.391365 0.01 0.00 0.01
C -0.616100 -2.060762 4.078659 -0.03 0.03 -0.01
C -0.095818 -3.431381 3.652928 0.01 -0.01 0.01
O 0.579118 -3.344092 2.412235 0.01 0.04 0.01
C -1.619991 -1.450908 3.104764 0.03 -0.01 -0.03
Se -1.298627 -0.840749 1.240308 -0.22 -0.10 0.10
C 0.501710 -1.084727 4.438432 -0.01 0.02 -0.03
Se 1.875850 -0.757875 3.118991 0.09 -0.34 0.04
H -2.333197 -1.251488 6.722251 0.00 0.00 0.00
H -2.252373 -2.953187 5.173844 0.00 0.00 -0.01
H -0.727363 -2.870263 6.082999 0.00 0.00 0.00
H -0.946922 -4.120133 3.581284 0.00 0.00 -0.01
H 0.578360 -3.807993 4.432937 -0.01 -0.01 0.00
H 1.019744 -4.178196 2.227284 0.01 -0.03 -0.01
H -2.075469 -0.590320 3.591702 -0.01 0.00 -0.01
H -2.410467 -2.184018 2.929071 -0.01 0.01 0.01
H 1.049140 -1.424359 5.319504 -0.02 0.00 0.00
H 0.081546 -0.106749 4.674532 0.01 0.01 -0.01
O 3.350457 -2.224459 -1.699488 -0.02 0.10 0.00
C 2.218887 -2.098865 -1.339964 0.02 -0.30 0.05
O 1.907372 -1.725062 -0.065409 0.17 -0.10 0.04
C 0.991959 -2.419194 -2.166568 -0.06 0.10 -0.04
C 0.312262 -1.184608 -2.781476 0.01 -0.02 0.06
Ge -0.423035 0.186534 -1.510948 -0.09 -0.18 -0.12
C 2.306774 0.879819 -0.712164 0.15 -0.01 -0.02
C 2.559423 1.208347 -2.008355 -0.01 -0.08 0.01
C 3.733133 1.864057 -2.426986 0.02 0.01 0.00
C 4.732011 2.228161 -1.498901 -0.01 0.00 0.00
C 4.567264 1.978177 -0.181460 -0.01 0.02 0.01
C 3.337838 1.322969 0.333740 -0.01 0.05 0.00
C -0.369398 1.995487 -2.256230 -0.07 0.00 -0.06
C -0.757714 2.172865 -3.583827 0.00 0.02 0.04
C -0.769333 3.437658 -4.156394 0.00 0.01 -0.01
C -0.408288 4.542994 -3.398777 0.01 0.01 -0.01
C -0.036461 4.380360 -2.071588 0.00 -0.02 0.02
C -0.014186 3.112578 -1.506164 -0.04 0.00 0.01
C -2.353846 -0.201641 -1.547478 -0.01 0.04 -0.01
C -3.271686 0.830235 -1.361201 -0.02 -0.03 0.00
C -4.637970 0.588680 -1.414830 0.02 0.01 0.00
C -5.107345 -0.692766 -1.664264 -0.01 0.00 0.00
C -4.205708 -1.729913 -1.859629 0.01 -0.01 0.01
C -2.841937 -1.482809 -1.797754 -0.02 0.00 -0.01
H 0.286965 -2.947629 -1.519484 0.02 0.00 0.01
H 1.316890 -3.094109 -2.958289 0.00 -0.01 0.00
H -0.557535 -1.530779 -3.344087 0.02 0.02 -0.01
H 0.985054 -0.727988 -3.503910 0.06 0.09 -0.01
H 1.834111 1.005741 -2.778008 -0.03 -0.10 -0.07
H 3.859227 2.093155 -3.476103 0.00 0.00 0.00
H 5.630547 2.722526 -1.845720 0.00 0.00 -0.01
H 5.310718 2.269755 0.548353 0.00 0.00 0.00
H 3.663473 0.439636 0.929677 0.01 0.01 0.00
H -1.060586 1.318050 -4.180503 0.00 0.00 -0.01
H -1.064701 3.561489 -5.190866 0.00 0.00 0.00
H -0.418521 5.531056 -3.841261 0.00 0.00 0.00
H 0.242068 5.240321 -1.475624 0.00 0.00 0.00
H 0.290465 2.992915 -0.472097 0.00 0.02 0.00
H -2.918892 1.837619 -1.171615 0.00 0.01 0.00
H -5.335728 1.402937 -1.264052 0.00 0.00 0.00
H -6.172221 -0.883193 -1.710030 0.00 0.00 0.00
H -4.564223 -2.732707 -2.057005 -0.01 0.00 0.00
H -2.154665 -2.311270 -1.934055 0.00 0.00 0.01
S 2.975711 3.415218 2.203576 -0.01 0.01 0.02
C 2.511366 2.093958 1.388495 0.03 -0.03 -0.03
N 1.340273 1.407176 1.517041 0.00 -0.15 -0.07



4.
20
Properties=species:S:1:pos:R:3:forces:R:3 method="wB97M-V/def2-TZVPD" homo_ev=-3.195 relative_energy_ev=5.336 charge=-1
C 0.460537 -0.289596 1.405286 0.54 1.72 0.29
O -0.494803 0.129167 2.273300 -0.59 0.68 0.67
C 1.075855 0.977850 0.529675 0.16 -4.36 -2.25
C 1.705770 0.520914 -0.856167 -1.49 2.00 -1.64
C 0.916710 -0.508624 -1.627861 -0.80 0.60 -1.30
C -1.054674 0.995572 -1.639237 3.35 -2.02 0.94
N -0.491029 -0.142696 -1.997057 -0.91 2.41 0.70
H 1.408504 -0.369814 2.006045 -0.27 -1.73 -0.42
H -0.037345 -1.178574 0.857269 1.89 1.18 0.03
H 1.933637 1.269938 0.996158 2.08 1.04 2.02
H 0.433242 1.780717 0.509880 -1.59 1.58 -0.23
H 2.734070 0.266847 -0.799922 0.99 -0.99 0.75
H 1.848797 1.319885 -1.659038 -0.63 0.11 1.25
H 1.128877 -1.483219 -1.261365 -1.11 -1.07 1.04
H 1.258561 -0.706830 -2.669015 0.53 0.76 0.36
H -1.854374 1.394215 -2.209292 -1.19 -0.31 -0.40
H -0.694560 1.686769 -0.799857 -0.36 -1.12 -1.45
H -1.658265 -2.069801 1.864653 0.10 -1.69 0.39
H -1.564749 -0.662617 1.897668 0.28 0.67 -1.17
O -2.020745 -1.432334 1.273704 -0.98 0.55 0.41



5.
15
Properties=species:S:1:pos:R:3:forces:R:3 method="wB97M-V/def2-TZVPD" homo_ev=-7.600 relative_energy_ev=6.716
C 0.528846 -0.741400 -2.006697 0.41 0.59 -0.80
N 0.872475 -1.790505 3.007656 -0.30 -0.09 -0.46
H 1.573478 -0.742175 -1.726106 -0.01 0.17 0.00
H 0.274490 -0.264789 -2.942174 0.12 -0.22 -0.12
H -0.011167 -1.647421 -1.755811 -0.35 0.33 0.32
H 1.251476 -1.019841 3.519539 0.52 0.33 0.34
H 1.249443 -2.650187 3.369221 0.33 -0.15 0.14
H -0.098981 -1.802414 3.258368 -0.57 -0.06 -0.04
N -0.742828 1.021854 -0.010244 -0.18 -0.36 2.01
C -1.023283 1.941219 -0.986945 -2.39 -0.31 -1.03
O -1.397338 3.114062 -0.789494 1.15 0.20 0.31
H -0.407570 0.109552 -0.293311 0.33 0.38 -0.36
H -0.400495 1.301884 0.898358 -0.40 0.18 -0.04
H -1.644519 1.472139 -1.833163 0.52 -0.03 0.44
H -0.024024 1.698022 -1.709197 0.81 -0.95 -0.70